[1]
C2H2 | the ωB97M-V functional and the def2-TZVPD basis

Computed properties:
- LUMO: 1.35 eV
- HOMO: -10.6 eV
- SMILES: C#C

Last columns: bonded neighbours and bond lengths (Å).
Atoms and positions in Å:
1 C 0.254 0.600 0.081  C2 1.228, H3 1.058
2 C -0.369 -0.409 -0.239  C1 1.228, H4 1.213
3 H 0.812 1.376 0.536  C1 1.058
4 H -0.698 -1.568 -0.377  C2 1.213

Per-atom Mulliken charges, elementary charge units: -0.2878 -0.3174 0.3422 0.2630


[2]
CH6N2OP | the ωB97M-V functional and the def2-TZVPD basis

Computed properties:
- LUMO: -4.14 eV
- HOMO: -14.2 eV
- Charge: +1

Last columns: bonded neighbours and bond lengths (Å).
Atoms and positions in Å:
1 C 0.313 0.213 0.224  N2 1.282, N3 1.334, P5 1.933
2 N 1.282 1.042 0.096  C1 1.282, H6 0.974, H7 1.032
3 N 0.562 -1.097 0.174  C1 1.334, H8 0.997, H9 0.934
4 O -2.231 -0.595 -0.025  P5 1.596, H10 0.981
5 P -1.517 0.825 0.121  C1 1.933, O4 1.596, H11 1.498
6 H 2.251 0.969 0.161  N2 0.974
7 H 0.987 1.980 -0.219  N2 1.032
8 H 1.414 -1.565 0.400  N3 0.997
9 H -0.174 -1.639 0.361  N3 0.934
10 H -2.817 -1.043 0.622  O4 0.981
11 H -1.669 1.173 -1.328  P5 1.498

Mulliken atomic charge list, values in e, 5 entries: 0.5713 -0.2908 -0.3211 -0.5161 0.1289


| no. | energy (hartree) |
| --- | --- |
| 1 | -77.3053 |
| 2 | -567.5536 |